A cluster of 2 separate species, H3S3 in total. Source: the OMol25 dataset; level of theory: ωB97M-V/def2-TZVPD.

Summary:
Frontier orbital gap: 6.1388 eV
HOMO: -0.0941 Eh
Lowest unoccupied orbital energy: 3.5784 eV

Structure (ORCA input):
```
! wB97M-V def2-TZVPD RIJCOSX def2/J DEFGRID3
* xyz -1 1
S -0.593 0.007 1.710
H -0.259 1.023 2.479
S 1.484 -1.045 -1.590
S -1.075 1.015 -0.032
H 1.476 -0.270 -2.687
H 0.498 -0.325 -0.965
*
```

What are the natural (NBO) partial charges on each atom? They are as follows, in elementary charge units:
1 S -0.2625
2 H 0.0799
3 S -0.4181
4 S -0.7217
5 H 0.1183
6 H 0.2039

A cluster of 2 separate species, H3S3 in total. Source: the OMol25 dataset; level of theory: ωB97M-V/def2-TZVPD.

Summary:
Frontier orbital gap (alpha / beta): 9.5794 / 7.3150 eV
HOMO (alpha / beta): -0.3398 / -0.3475 Eh
Lowest unoccupied orbital energy (alpha / beta): 0.3343 / -2.1410 eV
Expectation value of S²: 0.7540

Structure (ORCA input):
```
! wB97M-V def2-TZVPD RIJCOSX def2/J DEFGRID3
* xyz 0 2
S 0.109 2.687 -0.346
H -0.916 2.290 -1.085
S -0.673 -1.996 0.803
S 1.106 0.986 -0.385
H 0.236 -2.960 0.641
H 0.138 -1.008 0.372
*
```

What are the natural (NBO) partial charges on each atom? They are as follows, in elementary charge units:
1 S 0.0507
2 H 0.1164
3 S -0.2944
4 S -0.1487
5 H 0.1398
6 H 0.1361

> Number 2 is which compound?

H3S3